101
Properties=species:S:1:pos:R:3:lowdin_charge:R:1 method="wB97M-V/def2-TZVPD" relative_energy_kcal_mol=12.7 homo_lumo_gap_ev="6.01 / 7.38" lumo_ev="-2.00 / -1.98" total_charge=+1 largest_force_ev_per_a=1.10 multiplicity=3 total_energy_ev=-128424.1687
Ti -0.0656 -0.0441 0.0515 0.65
C -3.5447 3.6039 -0.0836 -0.03
N -2.8751 3.2045 -1.3076 -0.15
C -3.1814 3.9587 -2.5028 -0.04
C -1.9270 2.2252 -1.2342 -0.39
N -1.4084 1.7575 -0.1483 0.07
N -1.5386 1.6708 -2.4612 0.16
C -0.4903 0.7864 -2.6569 -0.48
N -0.6199 0.0172 -3.7952 0.17
N 0.5821 0.7976 -1.9284 0.02
H -4.4731 4.1078 -0.3452 0.10
H -2.9347 4.2963 0.5072 0.10
H -3.7885 2.7235 0.5121 0.08
H -3.2659 5.0177 -2.2430 0.10
H -4.1236 3.6390 -2.9561 0.10
H -2.3761 3.8744 -3.2281 0.09
H -1.7055 2.2615 0.6823 0.06
H -2.2287 1.6985 -3.2015 0.15
H -1.5585 -0.2010 -4.0972 0.11
H -0.0261 -0.8066 -3.7982 0.11
H 1.2339 0.0854 -2.2879 0.07
Cl 2.2527 -6.5325 2.7153 0.72
C 1.0424 -6.1964 3.9155 -0.57
C 1.2546 -6.6317 5.2098 -0.10
C 0.2963 -6.3793 6.1796 -0.07
C -0.8457 -5.6683 5.8470 -0.10
C -1.0192 -5.2118 4.5500 -0.57
Cl -2.4176 -4.2476 4.1956 0.80
C -0.0966 -5.4854 3.5379 -0.31
N -0.2481 -5.0233 2.2438 0.08
C -1.3326 -5.3465 1.4381 -0.22
C -2.3595 -6.1566 1.9127 -0.07
C -3.4467 -6.4656 1.1183 -0.08
C -3.5237 -5.9805 -0.1741 -0.09
C -2.4794 -5.2061 -0.6508 -0.04
C -1.3758 -4.8868 0.1244 -0.15
C -0.2716 -4.1024 -0.5361 -0.03
C -0.3334 -2.6035 -0.3330 -0.67
O -0.2468 -2.1322 0.8439 -0.20
O -0.4205 -1.8238 -1.3087 -0.09
H 2.1530 -7.1774 5.4432 0.11
H 0.4401 -6.7295 7.1884 0.11
H -1.6021 -5.4467 6.5820 0.10
H 0.6237 -4.8239 1.7641 0.10
H -2.2993 -6.5598 2.9085 0.09
H -4.2233 -7.0981 1.5163 0.11
H -4.3593 -6.2250 -0.8075 0.10
H -2.4962 -4.8623 -1.6733 0.11
H -0.3078 -4.3083 -1.6135 0.13
H 0.7215 -4.4180 -0.1972 0.13
C -4.4314 -2.3855 2.3172 -0.13
O -3.1188 -1.9425 1.9962 -0.35
P -2.6750 -0.5839 1.2738 0.84
O -3.1116 -0.7861 -0.2798 -0.35
C -4.3891 -1.2601 -0.6950 -0.10
O -3.9093 0.4466 1.6740 -0.37
C -3.8859 0.8669 3.0261 -0.14
H -4.6332 -3.2874 1.7436 0.09
H -5.1758 -1.6176 2.1015 0.09
H -4.4486 -2.6276 3.3806 0.06
H -5.1952 -0.6697 -0.2534 0.09
H -4.5081 -2.3153 -0.4309 0.08
H -4.4286 -1.1707 -1.7823 0.09
H -4.7945 1.4415 3.2096 0.09
H -3.8648 0.0177 3.7060 0.08
H -3.0127 1.4930 3.2203 0.08
S 2.4329 -1.0806 0.2030 0.77
C 3.5416 0.1635 0.0576 -0.71
N 3.2840 1.2627 -0.7252 0.06
C 4.1352 2.3265 -0.9257 -0.07
C 5.3540 2.3516 -0.3258 -0.06
C 5.6809 1.2468 0.5127 -0.04
C 4.8204 0.1958 0.7023 -0.07
H 2.3516 1.3114 -1.1273 0.07
H 3.7686 3.1078 -1.5748 0.13
H 6.0280 3.1739 -0.4880 0.11
H 6.6373 1.2417 1.0162 0.11
H 5.0672 -0.6406 1.3364 0.11
C 1.6536 -0.1272 5.3798 -0.15
C 0.5975 -0.8725 4.5781 -0.16
N 0.5517 -0.3325 3.2355 0.09
C 0.8197 0.9577 2.9371 -0.39
N 0.8053 1.3052 1.6854 -0.04
C 1.2325 2.6688 1.4215 -0.24
C 0.6214 3.6269 2.4311 -0.16
C 1.1562 3.2400 3.7936 -0.16
N 1.1092 1.7978 3.9702 -0.03
C 1.3157 1.3504 5.3343 -0.16
H 2.6375 -0.2972 4.9381 0.12
H 1.6805 -0.4726 6.4134 0.12
H -0.3807 -0.7844 5.0695 0.12
H 0.8149 -1.9380 4.4953 0.13
H 0.5912 -0.9950 2.4563 0.08
H 0.9265 2.9299 0.3969 0.10
H 2.3301 2.7639 1.4717 0.12
H -0.4688 3.5361 2.4065 0.11
H 0.8753 4.6658 2.2185 0.12
H 0.5886 3.7113 4.6046 0.13
H 2.1963 3.5774 3.8939 0.13
H 0.4144 1.5594 5.9308 0.13
H 2.1260 1.9545 5.7549 0.13

---

16
Properties=species:S:1:pos:R:3:nbo_charge:R:1 method="wB97M-V/def2-TZVPD" relative_energy_kcal_mol=185.3 homo_lumo_gap_ev="6.30 / 6.30" lumo_ev="-2.44 / -2.44" largest_force_ev_per_a=5.16 total_energy_ev=-18659.4910
C -1.0142 0.3948 0.4008 0.39
C -2.4609 0.2836 0.1692 -0.73
C 1.1390 0.8412 1.2273 -0.45
C 1.5238 -1.3760 -1.9823 -0.76
N -0.3466 0.6752 1.4525 0.01
O -0.7997 0.7651 2.5971 -0.51
S 0.5552 0.1127 -2.2220 -0.02
H -2.6090 -0.8666 0.1831 0.24
H -3.1531 0.7721 0.9799 0.26
H -2.6832 0.6971 -0.7138 0.24
H 1.4233 1.8082 0.7333 0.23
H 1.5636 0.9267 2.2236 0.23
H 1.6118 0.0634 0.6735 0.22
H 2.4862 -1.2062 -2.1738 0.21
H 1.1799 -2.0983 -2.5630 0.21
H 1.5837 -1.7930 -0.9855 0.23